1.
{
  "formula": "C2H3NO2",
  "method": "the ωB97M-V functional and the def2-TZVPD basis",
  "gap_ev": 10.157,
  "spin_multiplicity": 1,
  "max_force_ev_per_a": 0.68,
  "total_charge": 0,
  "elements": ["C", "N", "O", "C", "O", "H", "H", "H"],
  "xyz": [[0.33474, -0.33400, 1.02736], [0.71021, -1.01973, 0.02336], [0.15446, -0.37236, -1.10235], [-0.58219, 0.73827, -0.64341], [-0.43930, 0.74248, 0.78028], [0.62166, -0.54355, 2.05436], [-1.63842, 0.61345, -0.90098], [-0.19129, 1.68161, -1.04397]]
}

=====

2.
{
  "formula": "C2H3NO2",
  "method": "the ωB97M-V functional and the def2-TZVPD basis",
  "gap_ev": 10.799,
  "spin_multiplicity": 1,
  "max_force_ev_per_a": 3.51,
  "total_charge": 0,
  "elements": ["O", "C", "N", "C", "O", "H", "H", "H"],
  "xyz": [[-1.84316, 0.35748, -0.44529], [-1.05901, -0.54920, -0.41527], [0.35574, -0.33932, -0.18483], [0.86623, 0.83510, 0.29271], [1.97715, 1.01560, 0.83400], [-1.27035, -1.67058, -0.36421], [0.90042, -1.23503, 0.01499], [0.07298, 1.58596, 0.26790]]
}

=====

3.
{
  "formula": "C2H3NO2",
  "method": "the ωB97M-V functional and the def2-TZVPD basis",
  "gap_ev": 10.874,
  "spin_multiplicity": 1,
  "max_force_ev_per_a": 8.60,
  "total_charge": 0,
  "elements": ["C", "N", "O", "C", "O", "H", "H", "H"],
  "xyz": [[-1.56469, -0.25852, -0.11307], [-0.52955, 0.46995, -0.02962], [0.56279, -0.35502, 0.09530], [1.59202, 0.30466, 0.03940], [2.59842, -0.35108, -0.13961], [-1.60354, -1.31116, 0.30931], [-2.67671, 0.04316, -0.29161], [1.62127, 1.45801, 0.12990]]
}

=====

E_tot: -7705.36883 -7707.41971 -7704.41614 (eV)
Energy above the lowest of the compared OMol25 structures with the same formula, charge and spin: 57.1 9.8 79.0 (kcal per mole)
Lowest unoccupied orbital energy: 0.9127 0.3972 0.4994 (eV)